DFT (wB97M-V/def2-TZVPD) results for a 7-piece molecular cluster, C13H47BN3O6 overall in a non-equilibrium geometry.

CARTESIAN COORDINATES (ANGSTROEM)
O -3.7678 0.1254 -0.9429
O 0.3377 -0.4656 1.5094
O 0.4268 3.8860 -2.0327
O 4.5946 1.0659 -1.0729
O -2.8871 4.6487 3.8184
O 1.0381 -5.0855 -1.7428
N -2.3469 -5.4486 -2.7904
N 2.6926 -0.2292 0.3814
N -2.5476 3.1481 1.0563
C 4.8465 0.8462 0.2928
C -3.6788 3.0892 2.0605
C -0.3125 -4.7498 -2.0119
C 3.5656 0.7100 1.0957
C -3.3576 1.9445 2.9550
C -1.0799 -6.0212 -2.3438
C -3.9394 4.4183 2.9366
C 3.8514 0.1642 2.5728
C 1.9672 -4.0543 -1.4933
C -2.9914 5.8454 4.5466
C 0.6525 2.5420 -1.8836
C -0.4561 -6.8090 -3.5744
C 5.6982 1.3540 -1.8860
B -0.9711 -0.4335 -0.7126
H -4.0362 0.7972 -1.5740
H -0.0669 -0.6186 0.6524
H 3.0095 1.6391 1.2209
H 6.1278 2.3451 -1.7401
H -0.4910 4.0174 -2.2817
H -2.6453 4.0219 0.5593
H -4.8888 4.3010 3.4592
H 1.7381 2.4846 -1.8044
H 0.0213 -0.0151 -0.7794
H -2.5476 -4.5910 -2.2960
H -0.3995 -3.9590 -2.7571
H -4.5709 2.8362 1.4876
H 0.2501 2.0927 -0.9756
H -2.9724 6.6734 3.8380
H 0.6264 -6.7419 -3.4654
H 4.7489 -0.4368 2.7192
H -2.3356 -5.1274 -3.7479
H 1.5949 -3.4284 -0.6823
H 2.9160 -4.3773 -1.0649
H -2.6857 1.1663 2.5929
H -1.5226 -0.4117 -1.6398
H -2.5089 2.4174 0.3601
H 0.4008 2.0599 -2.8282
H 3.9219 0.8716 3.3990
H -4.3443 -0.6408 -0.9903
H 1.2756 -0.3107 1.3755
H -1.6116 0.0518 0.0074
H -3.9425 5.7673 5.0733
H -2.2604 6.0510 5.3286
H 5.4335 1.6766 0.6851
H 5.4683 -0.0489 0.3103
H -0.6226 -6.3226 -4.5355
H 2.1004 -3.5305 -2.4399
H 6.4781 0.6067 -1.7401
H 3.1601 -0.6130 2.8985
H -0.9069 -1.4478 -0.3503
H 3.0138 -0.1243 -0.5704
H -4.2818 1.4010 3.1514
H -0.0389 0.3222 1.9085
H 3.1696 -1.1125 0.4929
H -1.1870 -6.7248 -1.5182
H -0.6969 -7.8706 -3.5190
H -2.8603 -0.1351 -1.1168
H -4.1562 5.2531 2.2702
H -0.6471 -4.1853 -1.1415
H -2.9899 2.0808 3.9721
H 5.4277 1.3487 -2.9419

Output
* total charge: +2
* HOMO (alpha / beta): -13.2 / -13.2 eV
* LUMO energy (alpha / beta): -6.16 / -10.86 eV
* 2S+1: 2

---

DFT (wB97M-V/def2-TZVPD) results for a 11-piece molecular cluster, C13H48N4O11 overall in a non-equilibrium geometry.

CARTESIAN COORDINATES (ANGSTROEM)
O 1.0922 -3.2079 1.3477
O -3.6878 -3.5012 -1.8151
O -3.7823 -0.5072 0.4666
O 4.0322 -2.1913 3.1182
O 1.4385 2.1420 1.4948
O -4.2544 1.7775 2.9556
O 3.5258 -1.7917 -1.4055
O -0.1908 0.8475 -0.1830
O 0.0662 0.8058 -2.9909
O -1.8777 3.5717 -0.3404
O 1.6012 4.4307 -2.9419
N 2.7431 -3.2753 -3.1439
N 1.8262 -3.3627 -1.2221
N -4.8083 0.7804 -1.2910
N -2.6924 0.7174 -1.2857
C 4.1503 -1.7085 1.7765
C -2.7856 -2.5427 -2.3261
C 2.4101 3.1510 1.4520
C -0.1342 -0.3779 -3.7692
C -1.9356 1.1831 3.0395
C 0.7983 3.9452 -1.9257
C -3.1554 1.5345 3.8280
C 2.6596 -2.7435 -1.9307
C -1.2171 3.9864 0.8605
C 3.4624 -0.3356 1.7103
C -0.1529 -0.5641 0.1165
C 1.7949 -4.3284 1.8749
C -3.7446 0.2934 -0.6951
H -0.5491 -1.2116 -0.6912
H -2.6929 1.1884 -2.1862
H -4.7780 0.9335 2.9771
H -2.3988 2.8216 -0.1620
H 4.0195 0.4278 2.2718
H 0.4059 4.6995 -1.3191
H 1.8891 3.6175 -3.3824
H 3.6125 -2.3925 1.0554
H 0.4469 1.3240 0.3941
H -3.3091 0.8835 4.7092
H 0.1937 -3.3286 1.7109
H 4.4937 -3.0417 3.2223
H -0.8383 -0.9226 -3.1670
H -0.5376 4.7897 0.6319
H 5.1705 -1.6289 1.4802
H -1.7925 0.1374 3.0796
H 2.4835 -0.3934 2.0338
H -0.5142 -0.3436 -4.8139
H 2.0956 3.8793 0.6696
H -4.8427 1.3765 -2.1275
H 2.7412 3.6491 2.4012
H -1.8301 0.6297 -0.7900
H 1.9336 -4.1034 2.9044
H -0.1668 3.5532 -2.2926
H -2.0854 4.3320 1.3316
H 0.3458 0.6513 -2.0487
H 1.5834 -3.0337 -0.2440
H -0.8033 3.2274 1.4295
H -5.6963 0.2880 -1.0021
H 1.4050 -4.2411 -1.5214
H 1.2855 -5.2628 1.7139
H 1.4247 1.7916 2.3837
H -1.9358 -2.9192 -2.9589
H -3.0124 2.5130 4.3452
H 3.4718 -2.9422 -3.7432
H 1.9732 -3.8422 -3.5779
H -2.2421 -2.0476 -1.4730
H 3.3619 2.6906 1.1736
H -3.2882 -1.7587 -2.8967
H 3.3991 0.0177 0.7414
H 2.7845 -4.3949 1.4748
H -0.7294 -0.6388 1.0269
H -3.5006 -4.3320 -2.2455
H -1.1269 1.6904 3.4546
H 1.3186 3.1747 -1.4082
H 0.7889 -0.9337 -3.6495
H -2.0150 1.4932 1.9893
H 0.8757 -0.7962 0.3201

Output
* relative energy (zero: lowest compared OMol25 entry of this formula, charge and spin): 51.8 kcal/mol
* SMILES string: NC(N)=O.NC(N)=O.CCO.CCO.CO.CO.CO.CO.CO.CO.CO
* HOMO: -9.0 eV
* LUMO energy: 0.12 eV

---

DFT (wB97M-V/def2-TZVPD) results for a 2-piece molecular cluster, C13H4Cl4NO3 overall in a non-equilibrium geometry.

CARTESIAN COORDINATES (ANGSTROEM)
Cl -2.8530 0.4256 3.6413
Cl -3.1170 -2.5338 2.7322
Cl -3.0632 -3.2619 -0.2839
Cl -2.7981 -1.0307 -2.4348
O -2.6245 2.2621 1.3994
O 0.0139 -0.7216 0.7852
O -2.3208 1.5776 -1.2391
N 5.5049 1.9756 -1.6784
C 1.0348 -0.1905 0.3428
C -2.6144 0.7425 -0.4015
C -3.0190 -1.5984 0.1859
C 4.5213 1.5231 -1.2367
C 2.0986 1.4598 -1.0793
C -2.7154 1.1038 1.0319
C -3.0427 -1.2656 1.5593
C 0.9657 0.9079 -0.5716
C -2.9066 0.0353 1.9673
C 3.4556 -0.0875 0.2043
C 3.3696 0.9753 -0.7125
C 2.3347 -0.6537 0.7202
C -2.8317 -0.6276 -0.7619
H 2.3869 -1.4633 1.4255
H 4.4253 -0.4546 0.4985
H 2.0251 2.2804 -1.7743
H -0.0143 1.2724 -0.8348

Output
* total charge: -1
* HOMO: -3.8 eV
* LUMO energy: 0.12 eV